Formula: C12H36ClFN2O14P4S
Source: OMol25
Level of theory: the ωB97M-V functional and the def2-TZVPD basis

Results
HOMO-LUMO gap = 6.1 eV
HOMO energy = -9.42 eV
E_LUMO = -3.36 eV
Net charge = 0
SMILES string = C[C@@H](Cl)CN([PH2]=N)S(=O)(=O)F.COP(=O)(OC)OC.COP(=O)(OC)OC.COP(=O)(OC)OC
Spin multiplicity = 1

Last column: Mulliken charge in e.
Geometry (Å):
C1 4.43541 -0.35502 3.60975  -1.11
C2 3.75730 -0.54080 2.12910  0.45
Cl1 3.72149 -2.36506 1.77063  -0.22
C3 2.26380 0.13384 1.96461  -0.82
N1 1.59987 0.52923 3.26182  0.33
P1 -0.05391 -0.11750 3.41052  0.27
N2 0.08500 -1.75605 3.46356  -0.70
S1 1.70891 2.23166 3.61077  1.08
O1 0.39448 2.75651 4.31008  -0.60
O2 2.85590 2.55239 4.64301  -0.53
F1 1.96339 3.25089 2.25810  -0.27
H1 3.75582 -0.88527 4.40692  0.28
H2 4.63717 0.75477 3.92680  0.28
H3 5.45917 -0.96739 3.58383  0.36
H4 4.46535 0.01748 1.34782  0.06
H5 1.57759 -0.72045 1.48952  0.33
H6 2.32771 0.97449 1.15397  0.31
H7 -0.66925 0.39559 4.63582  0.15
H8 -0.84197 0.23297 2.23417  0.11
H9 -0.45372 -2.15371 2.64283  0.26
C4 -3.02809 -3.00813 -3.29357  -0.61
O3 -3.93834 -3.17266 -2.21550  -0.52
P2 -3.34982 -2.96506 -0.60200  1.26
O4 -2.51693 -1.75019 -1.03335  -0.63
O5 -2.44177 -4.33020 -0.74393  -0.29
C5 -3.14152 -5.55728 -0.81640  -0.72
O6 -2.76127 -2.75729 1.01153  -0.31
C6 -3.35579 -1.67689 1.70972  -0.71
H10 -3.43525 -3.52606 -4.16611  0.25
H11 -2.93233 -1.94797 -3.53857  0.21
H12 -2.04728 -3.43309 -3.06356  0.31
H13 -3.07001 -5.94331 -1.83731  0.24
H14 -4.19598 -5.43522 -0.55519  0.35
H15 -2.68200 -6.27473 -0.13771  0.25
H16 -4.44342 -1.78404 1.70243  0.36
H17 -3.07075 -0.72458 1.25701  0.24
H18 -3.00290 -1.69454 2.74358  0.33
C7 8.07853 2.66731 -2.39475  -0.59
O7 7.15105 1.95517 -3.20128  -0.47
P3 6.32677 0.60129 -2.50812  1.13
O8 6.13051 1.36167 -1.18941  -0.63
O9 7.73778 -0.24358 -2.44868  -0.30
C8 8.29729 -0.63904 -3.68609  -0.68
O10 5.50238 -0.75251 -1.81486  -0.25
C9 4.09735 -0.59079 -1.72576  -0.68
H19 8.75875 3.21097 -3.05588  0.24
H20 7.54856 3.39469 -1.77573  0.24
H21 8.66844 1.99458 -1.76632  0.31
H22 9.18902 -0.03539 -3.87797  0.24
H23 7.59100 -0.50208 -4.50916  0.34
H24 8.58901 -1.68708 -3.63111  0.25
H25 3.68870 -0.34793 -2.70988  0.34
H26 3.84659 0.19698 -1.01188  0.24
H27 3.66022 -1.53066 -1.38045  0.26
C10 -4.82147 4.66176 -0.09475  -0.57
O11 -5.74895 3.94961 -0.90128  -0.47
P4 -6.57323 2.59574 -0.20812  1.02
O12 -6.76949 3.35611 1.11059  -0.63
O13 -5.16222 1.75086 -0.14868  -0.23
C11 -4.60271 1.35540 -1.38609  -0.52
O14 -7.39762 1.24194 0.48514  -0.20
C12 -8.80265 1.40365 0.57424  -0.71
H28 -4.14125 5.20541 -0.75588  0.24
H29 -5.35144 5.38913 0.52427  0.25
H30 -4.23156 3.98903 0.53368  0.28
H31 -3.71098 1.95905 -1.57797  0.24
H32 -5.30900 1.49236 -2.20916  0.36
H33 -4.31099 0.30737 -1.33111  0.05
H34 -9.21130 1.64652 -0.40988  0.31
H35 -9.05341 2.19142 1.28812  0.32
H36 -9.23978 0.46378 0.91955  0.22

=====

Formula: C12H36F12O6P2S6V
Source: OMol25
Level of theory: the ωB97M-V functional and the def2-TZVPD basis

Results
HOMO-LUMO gap (alpha / beta) = 9.0 / 10.5 eV
HOMO energy (alpha / beta) = -12.49 / -13.02 eV
E_LUMO (alpha / beta) = -3.49 / -2.56 eV
Net charge = +1
Spin multiplicity = 3
<S²> = 2.006

Last column: Mulliken charge in e.
Geometry (Å):
V1 -0.52431 -0.25447 0.29347  0.31
P1 4.63077 1.09147 1.96267  1.31
F1 4.50650 2.61148 2.50040  -0.40
F2 5.22883 0.60376 3.36811  -0.39
F3 3.08097 0.79616 2.47414  -0.47
F4 4.69916 -0.45693 1.35988  -0.43
F5 4.03311 1.69731 0.55343  -0.41
F6 6.06844 1.36469 1.37906  -0.35
P2 -1.88493 -0.13743 -4.95757  1.29
F7 -1.48074 0.81888 -3.71836  -0.44
F8 -2.25525 -1.42096 -3.99409  -0.39
F9 -3.45958 0.34619 -4.92639  -0.40
F10 -2.27736 -1.08934 -6.25717  -0.36
F11 -1.43856 1.02112 -5.94295  -0.38
F12 -0.32248 -0.67446 -5.01029  -0.40
C1 2.63994 -2.67121 2.17268  -0.74
S1 1.16375 -1.86418 2.77470  0.45
O1 0.98731 -0.78871 1.69328  0.02
C2 1.91898 -1.07337 4.16109  -0.93
H1 2.49685 -3.37024 1.33382  0.31
H2 2.94138 -3.24789 3.07427  0.49
H3 3.42803 -1.96323 1.88182  0.07
H4 2.08611 -1.88872 4.85943  0.58
H5 1.18950 -0.36679 4.55283  0.29
H6 2.85448 -0.62546 3.86509  0.18
C3 -2.26544 2.27580 3.75127  -1.07
S2 -0.91958 1.16849 3.33394  0.42
O2 -1.43965 0.57912 2.02901  -0.68
C4 0.33137 2.35244 3.13827  -0.16
H7 -1.98375 3.25984 3.43396  0.30
H8 -2.37444 2.19119 4.82648  0.45
H9 -3.12192 1.90763 3.25760  0.32
H10 0.61187 2.66376 4.15411  0.52
H11 -0.01495 3.25719 2.60832  0.32
H12 1.18869 1.89766 2.68057  -0.44
C5 -4.34775 1.28851 0.52835  -0.97
S3 -3.12019 1.46089 -0.66889  0.66
O3 -2.29782 0.15799 -0.57403  0.02
C6 -4.07615 1.39218 -2.12605  -1.04
H13 -4.79247 2.30641 0.67730  0.43
H14 -3.90047 0.88419 1.43132  0.10
H15 -5.11828 0.59033 0.18610  0.39
H16 -4.73596 0.51842 -2.23341  0.34
H17 -3.43914 1.44819 -3.03784  0.12
H18 -4.70519 2.27324 -1.99713  0.57
C7 -2.67710 -4.23899 0.73941  -1.12
S4 -2.75665 -2.55288 0.19351  0.44
O4 -1.47000 -1.98539 0.88495  -0.50
C8 -2.22878 -3.01449 -1.39475  -0.48
H19 -1.64472 -4.55483 0.52166  0.30
H20 -3.40791 -4.85246 0.21890  0.45
H21 -2.93741 -4.17686 1.81134  0.41
H22 -2.88697 -3.80004 -1.72539  0.62
H23 -1.16216 -3.33720 -1.36511  0.06
H24 -2.26586 -2.21873 -2.12140  -0.03
C9 2.89389 -1.10481 -1.35885  -0.70
S5 1.46853 -2.03721 -1.56537  0.49
O5 0.37606 -0.90704 -1.23242  0.12
C10 1.50026 -2.30000 -3.33133  -0.82
H25 3.04729 -0.70099 -0.32535  -0.12
H26 2.89494 -0.27947 -2.04950  0.28
H27 3.71740 -1.76381 -1.68050  0.59
H28 0.89095 -3.18963 -3.57126  0.36
H29 2.51353 -2.50552 -3.67131  0.48
H30 1.14548 -1.38071 -3.78810  0.17
C11 1.23679 2.25975 -2.20933  -0.56
S6 0.34681 2.84108 -0.84779  0.46
O6 0.02062 1.56373 -0.05110  -0.12
C12 1.57246 3.67055 0.11485  -0.88
H31 0.74684 1.45949 -2.77585  -0.04
H32 2.31007 1.99011 -1.98401  0.19
H33 1.31528 3.08603 -2.96317  0.55
H34 2.01894 4.32063 -0.67417  0.46
H35 2.39969 3.05313 0.48817  0.06
H36 1.23207 4.32539 0.86067  0.45

=====

no.,strongest force on any atom (eV/Å)
1,10.0
2,3.4